# 1
This record from the Open Molecules 2025 dataset describes a molecular structure, C30H42F9N8OS3Ti at a distorted geometry. The level of theory is ωB97M-V/def2-TZVPD.

Each line ends with the Mulliken charge.
Cartesian coordinates (Å):
1 Ti 0.735 -0.058 -0.155  -0.426
2 C 1.491 1.475 3.643  -1.377
3 C 0.085 2.030 3.438  -0.495
4 S -1.222 0.837 3.153  0.422
5 C -1.363 0.030 4.753  -1.214
6 C -0.329 -1.069 5.067  -0.763
7 S -0.010 -2.178 3.667  -0.089
8 C 1.780 -2.317 3.695  0.039
9 C 2.640 -1.061 3.541  -1.429
10 S 2.093 0.264 2.417  0.788
11 H 2.193 2.311 3.635  0.724
12 H 1.575 0.996 4.618  0.484
13 H -0.175 2.660 4.296  0.857
14 H 0.067 2.661 2.554  -0.582
15 H -1.340 0.795 5.537  0.579
16 H -2.367 -0.397 4.754  0.408
17 H 0.625 -0.633 5.369  0.205
18 H -0.683 -1.673 5.903  0.605
19 H 2.097 -2.833 4.605  0.615
20 H 1.973 -2.984 2.864  -0.425
21 H 2.820 -0.592 4.509  0.623
22 H 3.617 -1.384 3.174  0.488
23 C -0.499 2.148 -3.665  -1.474
24 C -0.266 0.704 -4.122  2.735
25 C 1.192 0.522 -4.547  -1.556
26 C -1.188 0.383 -5.297  -2.119
27 C -0.597 -0.209 -2.946  -1.243
28 N 0.027 -0.204 -1.905  0.398
29 H -0.330 2.844 -4.494  0.501
30 H 0.167 2.404 -2.850  -0.099
31 H -1.522 2.282 -3.308  0.345
32 H 1.438 1.192 -5.374  0.484
33 H 1.374 -0.505 -4.874  0.404
34 H 1.857 0.739 -3.711  0.019
35 H -0.927 0.990 -6.168  0.445
36 H -2.229 0.584 -5.032  0.324
37 H -1.108 -0.671 -5.568  0.413
38 C -2.746 -1.825 1.225  0.105
39 N -2.243 -1.183 0.014  1.518
40 C -2.838 0.153 -0.096  0.012
41 N -4.308 0.095 -0.122  0.046
42 C -4.755 -0.566 1.102  -0.717
43 N -4.215 -1.926 1.239  0.054
44 C -4.618 -2.692 0.055  -0.775
45 N -4.158 -2.085 -1.193  0.037
46 C -2.688 -1.971 -1.140  -0.501
47 C -4.707 -0.730 -1.262  -0.689
48 H -2.420 -1.245 2.091  -0.977
49 H -2.320 -2.828 1.297  0.278
50 H -2.470 0.609 -1.017  -0.574
51 H -2.507 0.762 0.744  -0.069
52 H -5.848 -0.621 1.101  0.343
53 H -4.430 0.028 1.960  0.345
54 H -5.710 -2.763 0.036  0.354
55 H -4.203 -3.700 0.132  0.357
56 H -2.319 -1.493 -2.049  -0.291
57 H -2.265 -2.977 -1.071  0.378
58 H -5.800 -0.792 -1.291  0.354
59 H -4.354 -0.256 -2.181  0.349
60 N 3.785 0.446 -0.367  0.232
61 C 4.801 1.161 -0.867  -0.415
62 C 4.240 2.170 -1.620  -1.271
63 C 2.858 1.953 -1.525  -0.706
64 N 2.595 0.902 -0.767  1.294
65 H 3.787 -0.428 0.141  -0.317
66 H 5.825 0.903 -0.662  0.459
67 H 4.750 2.949 -2.158  0.464
68 H 2.048 2.525 -1.933  0.393
69 N 0.010 1.504 0.309  0.560
70 C -0.014 2.848 0.198  -1.160
71 C 1.091 3.662 0.558  0.819
72 C 1.047 5.044 0.443  -0.821
73 C -0.093 5.689 -0.023  -0.773
74 C -1.198 4.912 -0.374  -0.564
75 C -1.169 3.534 -0.268  -0.199
76 H 1.991 3.170 0.916  0.431
77 H 1.919 5.628 0.723  0.378
78 H -0.123 6.768 -0.110  0.327
79 H -2.100 5.394 -0.737  0.387
80 H -2.036 2.947 -0.545  0.297
81 F -0.006 -2.994 -0.457  -0.017
82 C 1.001 -3.506 -1.154  -0.002
83 F 0.771 -3.281 -2.448  -0.285
84 F 0.973 -4.841 -0.984  -0.337
85 C 2.344 -2.850 -0.642  1.179
86 O 2.123 -1.711 0.024  0.156
87 C 3.056 -3.882 0.297  0.436
88 F 4.051 -3.296 0.982  -0.251
89 F 3.584 -4.938 -0.340  -0.279
90 F 2.201 -4.364 1.212  -0.297
91 C 3.291 -2.591 -1.864  -0.061
92 F 2.857 -1.595 -2.611  0.009
93 F 4.522 -2.249 -1.438  -0.304
94 F 3.449 -3.663 -2.655  -0.313

M   845.77 Da
F_max   1.59 eV/A
Orbital gap (spin up / spin down)   4.45 / 4.45 eV
Charge   -1
DFT total energy   -4624.5670 Eh
E_LUMO (spin up / spin down)   2.1 / 2.1 eV
Energy relative to the best compared isomer or geometry (same formula, charge and spin)   23.8 kcal per mole

***

# 2
This record from the Open Molecules 2025 dataset describes C7H7ClN2O2 in the gas phase at a distorted geometry. The level of theory is ωB97M-V/def2-TZVPD.

Each line ends with the Mulliken charge.
Cartesian coordinates (Å):
1 C -2.395 -1.906 0.114  -1.186
2 C -1.570 -0.912 -0.141  0.580
3 C -2.035 0.607 -0.086  -1.069
4 C -0.134 -1.182 -0.133  0.343
5 N 0.529 -2.239 0.104  -0.462
6 O 1.874 -2.087 0.190  -0.201
7 C 2.235 -0.790 0.041  0.072
8 Cl 3.962 -0.510 -0.125  -0.144
9 C 1.224 0.076 -0.113  0.462
10 N 1.187 1.431 -0.323  -0.209
11 C 1.899 2.379 0.271  0.052
12 O 1.826 3.583 0.137  -0.570
13 H -1.904 -2.825 0.114  0.407
14 H -3.395 -1.664 0.190  0.358
15 H -1.168 0.984 0.445  0.312
16 H -2.195 0.855 -1.141  0.264
17 H -2.988 0.520 0.501  0.407
18 H 0.517 1.869 -0.950  0.290
19 H 2.532 1.813 0.905  0.295

M   186.60 Da
F_max   6.03 eV/A
Orbital gap   9.42 eV
Charge   0
DFT total energy   -990.9650 Eh
E_LUMO   0.2 eV
Structure (SMILES)   C=C(C)c1noc(Cl)c1NC=O
Energy relative to the best compared isomer or geometry (same formula, charge and spin)   108.9 kcal per mole

***

# 3
This record from the Open Molecules 2025 dataset describes C31H33N3O2S in the gas phase at a distorted geometry. The level of theory is ωB97M-V/def2-TZVPD.

Each line ends with the Mulliken charge.
Cartesian coordinates (Å):
1 C 3.650 4.960 0.316  -1.005
2 C 2.985 4.706 1.631  -0.981
3 N 2.388 3.311 1.650  -0.039
4 C 1.013 3.202 1.506  0.080
5 O 0.322 4.221 1.495  -0.641
6 C 0.369 1.833 1.358  0.457
7 C -0.876 1.752 2.190  0.563
8 C -1.657 0.499 1.963  -1.250
9 C -2.325 0.237 0.802  -0.824
10 N -3.179 -0.794 0.634  0.646
11 C -3.825 -1.031 -0.664  -1.142
12 C -4.710 0.094 -1.150  0.762
13 C -4.813 0.310 -2.528  -0.550
14 C -5.577 1.370 -3.016  -0.539
15 C -6.273 2.197 -2.125  -0.418
16 C -6.219 1.945 -0.749  -0.578
17 C -5.451 0.878 -0.261  -0.139
18 C -3.529 -1.695 1.741  -1.165
19 C -2.376 -2.470 2.329  0.263
20 C -2.391 -2.782 3.694  -0.157
21 C -1.277 -3.381 4.279  -0.699
22 C -0.167 -3.714 3.495  -0.426
23 C -0.201 -3.492 2.115  -0.534
24 C -1.321 -2.905 1.523  -0.034
25 C -0.569 1.940 3.694  -0.194
26 C -0.860 3.166 4.283  -0.244
27 C -0.749 3.337 5.666  -0.764
28 C -0.289 2.281 6.466  -0.490
29 C -0.007 1.044 5.879  -1.151
30 C -0.141 0.880 4.492  0.266
31 C 1.335 0.740 1.717  -0.056
32 O 0.961 -0.416 1.929  -0.561
33 N 2.691 1.006 1.767  0.078
34 C 3.622 -0.189 1.770  -0.966
35 C 4.218 -0.351 0.407  -1.033
36 C 3.282 2.258 1.753  0.358
37 S 4.931 2.474 1.867  -0.221
38 H 4.090 5.961 0.327  0.362
39 H 4.456 4.240 0.123  0.337
40 H 2.918 4.906 -0.495  0.290
41 H 3.718 4.696 2.442  0.497
42 H 2.167 5.398 1.828  0.388
43 H 0.131 1.698 0.279  0.853
44 H -1.505 2.592 1.855  0.968
45 H -1.697 -0.221 2.774  0.408
46 H -2.182 0.898 -0.066  0.491
47 H -4.406 -1.958 -0.567  0.396
48 H -3.037 -1.212 -1.413  0.343
49 H -4.268 -0.359 -3.201  0.347
50 H -5.628 1.546 -4.091  0.365
51 H -6.865 3.030 -2.503  0.362
52 H -6.770 2.570 -0.046  0.372
53 H -5.416 0.661 0.811  0.308
54 H -4.032 -1.113 2.533  0.230
55 H -4.266 -2.406 1.333  0.437
56 H -3.282 -2.539 4.280  0.372
57 H -1.276 -3.587 5.349  0.395
58 H 0.718 -4.160 3.952  0.380
59 H 0.643 -3.773 1.486  0.401
60 H -1.376 -2.766 0.440  0.305
61 H -1.203 3.985 3.645  0.384
62 H -1.025 4.298 6.106  0.385
63 H -0.181 2.419 7.545  0.372
64 H 0.314 0.197 6.490  0.423
65 H 0.067 -0.098 4.052  0.303
66 H 4.380 0.036 2.524  0.544
67 H 3.010 -1.044 2.055  0.307
68 H 4.795 -1.280 0.372  0.385
69 H 3.426 -0.403 -0.350  0.297
70 H 4.893 0.481 0.167  0.324

M   511.69 Da
F_max   2.38 eV/A
Orbital gap   7.19 eV
Charge   0
DFT total energy   -1914.0331 Eh
E_LUMO   -0.2 eV
Structure (SMILES)   CCN1C(=O)C([C@@H](/C=C/N(Cc2ccccc2)Cc2ccccc2)c2ccccc2)C(=O)N(CC)C1=S
Energy relative to the best compared isomer or geometry (same formula, charge and spin)   0.0 kcal per mole

***

# 4
This record from the Open Molecules 2025 dataset describes 11 unconnected molecules or ions with the total composition C45H60F11O30. The level of theory is ωB97M-V/def2-TZVPD.

Each line ends with the Mulliken charge.
Cartesian coordinates (Å):
1 C -4.125 -1.739 2.309  -0.802
2 C -4.515 -0.818 1.122  -0.243
3 C -4.405 -1.536 -0.254  -0.206
4 C -3.022 -1.393 -0.942  0.426
5 C -2.627 0.033 -1.403  -0.574
6 C -1.177 0.042 -1.981  -0.205
7 C -0.225 1.047 -1.278  -0.347
8 C 1.039 1.375 -2.113  -0.836
9 C 1.715 2.738 -1.794  -0.127
10 C 1.560 3.281 -0.347  -0.387
11 C 2.756 4.205 0.077  -0.658
12 C 4.169 3.586 0.188  -0.660
13 C 4.200 2.306 1.064  0.091
14 C 5.091 2.373 2.346  0.291
15 C 4.408 2.792 3.675  -0.585
16 F 2.996 2.734 3.665  -0.383
17 H -3.246 -2.358 2.070  0.086
18 H -3.906 -1.109 3.195  0.382
19 H -4.967 -2.410 2.568  0.102
20 H -5.547 -0.443 1.276  0.226
21 H -3.868 0.082 1.152  0.272
22 H -5.193 -1.143 -0.937  -0.263
23 H -4.628 -2.608 -0.097  0.385
24 H -3.027 -2.028 -1.856  -0.027
25 H -2.234 -1.810 -0.285  -0.406
26 H -2.707 0.772 -0.589  0.560
27 H -3.336 0.342 -2.193  0.048
28 H -0.763 -0.977 -1.839  0.193
29 H -1.207 0.248 -3.063  0.262
30 H 0.110 0.581 -0.325  -0.032
31 H -0.766 1.968 -0.986  0.370
32 H 0.752 1.357 -3.187  0.294
33 H 1.776 0.563 -1.957  0.236
34 H 1.281 3.502 -2.475  0.001
35 H 2.790 2.683 -2.063  0.294
36 H 0.630 3.894 -0.305  0.390
37 H 1.405 2.466 0.390  0.264
38 H 2.443 4.734 1.006  0.153
39 H 2.808 5.002 -0.704  0.049
40 H 4.444 3.283 -0.852  0.333
41 H 4.633 1.472 0.464  0.244
42 H 3.182 1.953 1.353  -0.538
43 H 5.563 1.386 2.497  -0.252
44 H 5.893 3.117 2.155  0.355
45 H 4.750 2.118 4.485  0.173
46 H 4.687 3.818 3.974  0.408
47 C 2.629 -0.377 3.667  0.548
48 C 2.524 -0.521 5.167  0.525
49 O 2.466 -1.933 5.339  -0.399
50 C 3.078 -2.506 4.278  0.610
51 O 3.382 -3.654 4.214  -0.567
52 O 3.293 -1.596 3.307  -0.218
53 F 1.397 0.027 5.678  -0.307
54 H 1.647 -0.356 3.189  0.204
55 H 3.200 0.489 3.349  -0.793
56 H 3.386 -0.135 5.715  0.283
57 C 2.062 -4.461 0.584  -0.436
58 C 2.331 -2.986 0.380  0.904
59 O 1.021 -2.439 0.391  -0.126
60 C 0.230 -3.263 1.122  0.480
61 O -0.850 -2.991 1.525  -0.523
62 O 0.853 -4.446 1.341  -0.382
63 F 2.918 -2.735 -0.815  -0.321
64 H 1.887 -4.953 -0.375  0.331
65 H 2.845 -4.974 1.136  0.210
66 H 2.917 -2.514 1.168  -0.211
67 C 9.607 -0.999 3.813  -0.329
68 C 9.842 0.483 3.662  0.324
69 O 8.532 1.008 3.648  -0.269
70 C 7.727 0.146 4.327  0.595
71 O 6.631 0.413 4.685  -0.472
72 O 8.372 -1.026 4.543  -0.284
73 F 10.468 0.790 2.498  -0.298
74 H 9.477 -1.463 2.836  0.139
75 H 10.379 -1.524 4.365  0.324
76 H 10.395 0.947 4.483  0.253
77 C 6.926 -5.359 1.522  -0.342
78 C 7.016 -3.928 1.033  0.201
79 O 7.719 -3.295 2.089  -0.242
80 C 8.472 -4.234 2.714  0.647
81 O 9.346 -3.992 3.475  -0.486
82 O 8.105 -5.473 2.322  -0.372
83 F 5.808 -3.349 0.885  -0.162
84 H 6.042 -5.495 2.148  0.256
85 H 6.941 -6.098 0.726  0.289
86 H 7.579 -3.798 0.106  0.215
87 C -8.569 -2.291 5.160  -0.468
88 C -7.115 -2.699 5.283  0.338
89 O -6.897 -3.414 4.082  -0.284
90 C -7.764 -2.929 3.152  0.693
91 O -7.682 -3.123 1.987  -0.498
92 O -8.730 -2.187 3.744  -0.312
93 F -6.900 -3.522 6.339  -0.294
94 H -9.219 -3.078 5.547  0.281
95 H -8.803 -1.343 5.636  0.269
96 H -6.409 -1.867 5.333  0.290
97 C 4.122 6.347 2.372  0.403
98 C 5.415 6.502 1.615  0.521
99 O 5.933 7.732 2.148  -0.377
100 C 5.425 7.893 3.388  0.556
101 O 5.820 8.686 4.184  -0.561
102 O 4.415 7.028 3.609  -0.395
103 F 5.239 6.628 0.293  -0.213
104 H 3.309 6.863 1.860  0.274
105 H 3.851 5.312 2.548  -0.479
106 H 6.130 5.700 1.799  0.143
107 C -9.634 -0.196 -1.669  -0.388
108 C -8.129 -0.364 -1.645  0.339
109 O -7.683 0.967 -1.468  -0.255
110 C -8.664 1.665 -0.838  0.596
111 O -8.531 2.730 -0.350  -0.508
112 O -9.825 0.960 -0.855  -0.341
113 F -7.659 -0.837 -2.819  -0.245
114 H -9.976 0.016 -2.684  0.257
115 H -10.177 -1.043 -1.260  0.296
116 H -7.752 -0.984 -0.826  0.230
117 C 1.988 6.817 -6.068  -0.431
118 C 1.829 6.612 -4.577  0.299
119 O 1.835 5.208 -4.462  -0.229
120 C 2.537 4.697 -5.509  0.600
121 O 2.928 3.588 -5.598  -0.465
122 O 2.728 5.662 -6.452  -0.354
123 F 0.649 7.100 -4.119  -0.291
124 H 1.012 6.809 -6.558  0.265
125 H 2.531 7.721 -6.333  0.263
126 H 2.638 7.022 -3.969  0.301
127 C -4.141 -1.411 -5.424  -0.337
128 C -4.144 -2.921 -5.393  0.445
129 O -2.762 -3.230 -5.370  -0.377
130 C -2.110 -2.174 -4.798  0.582
131 O -1.002 -2.196 -4.403  -0.463
132 O -2.937 -1.108 -4.723  -0.276
133 F -4.692 -3.486 -6.499  -0.311
134 H -4.077 -1.044 -6.450  0.250
135 H -4.994 -0.966 -4.921  0.195
136 H -4.626 -3.334 -4.505  0.297
137 C -9.594 -4.611 -5.983  -0.431
138 C -8.470 -5.059 -6.894  0.279
139 O -7.674 -3.896 -6.988  -0.292
140 C -7.871 -3.157 -5.866  0.588
141 O -7.196 -2.250 -5.522  -0.403
142 O -8.953 -3.614 -5.188  -0.272
143 F -8.912 -5.404 -8.127  -0.287
144 H -10.396 -4.154 -6.566  0.278
145 H -9.993 -5.400 -5.352  0.272
146 H -7.860 -5.875 -6.500  0.286

M   1289.92 Da
F_max   0.78 eV/A
Orbital gap   3.11 eV
Charge   -1
DFT total energy   -5106.5241 Eh
E_LUMO   1.3 eV